C22H31N3O5 | the ωB97M-V functional and the def2-TZVPD basis

ORCA input file:
```
! RIJCOSX wB97M-V def2-TZVPD def2/J DEFGRID3
* xyz 0 1
C 3.87 6.44 0.69
H 2.91 6.42 1.21
O 4.67 5.34 1.03
C 4.22 4.08 0.73
C 5.05 3.03 1.09
C 4.68 1.73 0.82
C 3.47 1.44 0.20
C 2.63 2.50 -0.15
C 3.00 3.81 0.12
H 2.34 4.62 -0.17
O 1.44 2.16 -0.74
C 0.49 3.16 -1.03
H -0.40 2.63 -1.36
H 0.84 3.82 -1.83
H 0.25 3.75 -0.14
C 3.08 0.02 -0.11
N 1.77 -0.31 0.41
C 1.57 -1.21 1.39
O 2.45 -1.91 1.86
C 0.11 -1.34 1.83
H 0.12 -2.02 2.69
C -0.53 0.01 2.22
H -0.80 0.00 3.28
H 0.20 0.81 2.09
C -1.78 0.31 1.39
C -1.52 0.11 -0.09
O -1.78 0.94 -0.94
N -0.95 -1.08 -0.37
C -0.70 -2.01 0.71
H -1.65 -2.38 1.12
H -0.13 -2.86 0.32
C -0.76 -1.51 -1.73
H 0.25 -1.92 -1.84
C -1.79 -2.56 -2.14
C -3.22 -2.01 -2.06
N -4.16 -2.97 -1.52
C -4.40 -3.10 -0.20
O -3.92 -2.40 0.67
C -5.34 -4.28 -0.01
H -4.75 -5.11 0.39
C -5.86 -4.57 -1.42
H -6.79 -4.03 -1.59
H -6.03 -5.63 -1.60
C -4.76 -4.00 -2.33
H -4.02 -4.76 -2.60
H -5.16 -3.57 -3.25
H -6.12 -4.04 0.71
H -3.24 -1.15 -1.38
H -3.58 -1.68 -3.04
H -1.57 -2.91 -3.16
H -1.71 -3.42 -1.47
H -0.86 -0.62 -2.36
H -2.58 -0.37 1.66
H -2.11 1.33 1.55
H 1.02 0.26 0.07
H 3.07 -0.13 -1.20
H 3.79 -0.68 0.34
H 5.33 0.92 1.10
H 5.99 3.26 1.57
H 3.70 6.51 -0.39
H 4.43 7.32 1.02
*
```

ΔE to the lowest compared entry with this formula, charge and spin ... 1.0420 eV
HOMO ... -8.1 eV
Calculated total energy ... -1397.44527 hartree
Structure (SMILES) ... COc1ccc(CNC(=O)[C@H]2CCC(=O)N(CCCN3CCCC3=O)C2)c(OC)c1

---

C22H31N4O6P | the ωB97M-V functional and the def2-TZVPD basis

ORCA input file:
```
! RIJCOSX wB97M-V def2-TZVPD def2/J DEFGRID3
* xyz 0 1
C 7.19 -2.93 1.00
C 6.11 -3.72 0.97
C 4.87 -3.49 1.79
C 3.81 -2.68 1.06
C 3.86 -2.43 -0.33
C 2.87 -1.72 -0.95
P 3.05 -1.44 -2.74
N 3.27 -2.75 -3.58
C 1.76 -1.24 -0.22
N 0.76 -0.56 -0.85
C -0.22 -0.16 -0.10
N -1.32 0.53 -0.69
C -2.20 -0.45 -1.39
C -2.96 -1.26 -0.30
C -2.45 -2.70 -0.12
C -0.24 -0.38 1.31
N 0.69 -1.02 1.96
C 1.71 -1.47 1.17
C 2.76 -2.19 1.78
H 7.48 -2.46 1.93
H 7.78 -2.78 0.10
H 6.11 -4.61 0.34
H 4.42 -4.45 2.05
H 5.10 -3.00 2.74
H 4.69 -2.81 -0.91
H 4.09 -0.49 -2.83
H 1.90 -0.74 -3.10
H 4.15 -2.69 -4.08
H -0.88 1.06 -1.44
H -1.62 -1.13 -2.02
H -2.97 0.07 -1.97
H -2.90 -0.67 0.61
H -4.01 -1.31 -0.60
H -1.91 -3.05 -1.00
H -1.76 -2.78 0.72
H -3.29 -3.36 0.06
H -1.08 0.01 1.87
H 2.70 -2.35 2.85
C -5.40 3.83 -2.56
C -5.53 2.60 -3.43
C -6.94 2.24 -3.81
O -6.85 0.82 -3.99
C -5.83 0.37 -3.22
O -5.60 -0.77 -3.01
O -5.11 1.42 -2.72
H -4.35 4.04 -2.34
H -5.83 4.69 -3.05
H -5.91 3.67 -1.60
H -4.89 2.70 -4.31
H -7.28 2.72 -4.72
H -7.65 2.44 -3.00
C 1.53 1.40 4.09
C 0.98 2.59 3.35
C 1.99 3.66 3.00
O 1.18 4.84 2.97
C 0.12 4.64 3.80
O -0.64 5.49 4.14
O 0.06 3.34 4.17
H 0.74 0.67 4.28
H 2.31 0.92 3.50
H 1.94 1.70 5.06
H 0.43 2.27 2.46
H 2.47 3.50 2.04
H 2.75 3.78 3.78
*
```

ΔE to the lowest compared entry with this formula, charge and spin ... 0.0000 eV
HOMO ... -8.6 eV
Calculated total energy ... -1868.68194 hartree
Structure (SMILES) ... C=CCc1cc([PH2]=N)c2nc(NCCC)cnc2c1.C[C@@H]1COC(=O)O1.C[C@@H]1COC(=O)O1

---

C22H31N5O2S | the ωB97M-V functional and the def2-TZVPD basis

ORCA input file:
```
! RIJCOSX wB97M-V def2-TZVPD def2/J DEFGRID3
* xyz 0 1
C -3.88 -1.14 1.59
N -3.59 -0.25 0.46
C -4.68 0.09 -0.34
S -6.16 -0.68 -0.18
N -4.46 1.14 -1.21
C -5.59 1.48 -2.09
C -3.16 1.48 -1.65
O -2.98 2.02 -2.75
C -2.05 1.17 -0.72
C -0.75 1.29 -1.08
C 0.40 1.17 -0.18
C 0.82 -0.10 0.24
C 1.88 -0.24 1.11
C 2.58 0.91 1.58
N 3.66 0.76 2.40
C 4.26 -0.53 2.62
C 3.21 -1.62 2.75
C 2.28 -1.61 1.54
C 4.54 1.87 2.68
C 3.78 3.17 2.83
C 2.91 3.42 1.60
C 2.19 2.20 1.12
C 1.15 2.30 0.21
C -2.44 0.57 0.57
O -1.83 0.66 1.64
H -2.94 -1.36 2.12
H -4.60 -0.65 2.26
H -4.33 -2.04 1.18
H -5.32 2.33 -2.70
H -5.85 0.63 -2.71
H -6.43 1.68 -1.44
H -0.54 1.61 -2.10
H 0.26 -0.97 -0.12
H 4.95 -0.76 1.79
H 4.85 -0.44 3.54
H 3.72 -2.58 2.86
H 2.61 -1.45 3.66
H 1.39 -2.21 1.76
H 2.80 -2.12 0.70
H 5.07 1.62 3.61
H 5.31 1.95 1.89
H 3.15 3.14 3.72
H 4.51 3.98 2.96
H 2.19 4.22 1.82
H 3.55 3.80 0.79
H 0.84 3.28 -0.17
C -1.42 -0.80 -3.41
N -0.55 -1.60 -2.54
C 0.87 -1.66 -2.93
N -1.12 -2.68 -1.97
C -0.52 -4.00 -1.87
H -0.97 -0.75 -4.42
H -2.43 -1.24 -3.46
H -1.52 0.21 -3.01
H 0.96 -1.15 -3.90
H 1.49 -1.13 -2.19
H 1.24 -2.69 -3.06
H -2.13 -2.64 -1.91
H -0.66 -4.34 -0.84
H -1.04 -4.70 -2.55
H 0.55 -4.02 -2.11
*
```

ΔE to the lowest compared entry with this formula, charge and spin ... 3.5430 eV
HOMO ... -6.3 eV
Calculated total energy ... -1679.29260 hartree
Structure (SMILES) ... CN1C(=O)C(=Cc2cc3c4c(c2)CCCN4CCC3)C(=O)N(C)C1=S.CNN(C)C

---

C22H31NO4 | the ωB97M-V functional and the def2-TZVPD basis

ORCA input file:
```
! RIJCOSX wB97M-V def2-TZVPD def2/J DEFGRID3
* xyz 0 1
C -7.71 -2.21 -0.08
H -7.51 -2.82 0.80
O -6.66 -2.10 -0.84
C -5.59 -1.22 -0.44
C -5.56 -0.69 0.63
C -4.47 0.29 1.21
C -3.38 0.64 0.40
C -3.35 -0.28 -0.84
C -4.35 -1.06 -1.26
O -4.51 -1.60 -2.50
C -3.33 -1.47 -3.14
H -3.13 -0.49 -3.56
H -2.46 -1.85 -3.11
H -3.66 -2.02 -4.12
H -2.50 -0.09 -1.49
C -2.23 1.44 0.89
H -2.39 1.60 1.82
H -2.30 2.36 0.32
O -1.09 0.64 0.62
C -0.69 -0.31 1.38
C 0.71 -1.01 0.77
O 1.00 -2.03 1.60
H 1.88 -2.23 1.59
C 1.80 0.22 1.20
N 3.12 -0.83 0.87
C 3.29 -0.69 -0.61
C 3.55 0.72 -1.53
C 4.82 1.11 -1.35
C 5.07 2.56 -2.11
C 3.88 3.18 -2.63
C 2.67 2.48 -2.42
C 2.54 1.25 -1.95
H 1.46 0.92 -1.76
H 1.83 3.13 -3.03
H 4.10 4.10 -3.17
H 5.98 2.79 -2.02
H 5.71 0.51 -1.16
H 4.22 -1.03 -0.59
H 2.57 -1.20 -1.05
C 4.26 -0.05 1.81
C 3.97 -0.70 2.97
H 5.04 -0.39 3.76
H 4.15 -1.86 2.80
H 3.22 -0.49 3.42
C 4.38 1.34 1.91
H 4.07 1.91 0.86
H 5.11 1.69 2.28
H 3.31 1.81 2.38
H 5.08 -0.57 1.20
H 1.86 0.35 2.23
H 1.57 0.92 0.55
H 0.55 -1.17 -0.26
H -0.80 -0.32 2.38
H -1.56 -1.07 1.11
H -4.69 0.75 2.23
H -6.48 -0.62 1.68
H -8.15 -1.39 0.05
H -8.20 -2.86 -0.68
*
```

ΔE to the lowest compared entry with this formula, charge and spin ... 23.9231 eV
HOMO ... -8.5 eV
Calculated total energy ... -1211.78732 hartree

---

C22H32ClF5NO5P2S3 | the ωB97M-V functional and the def2-TZVPD basis

ORCA input file:
```
! RIJCOSX wB97M-V def2-TZVPD def2/J DEFGRID3
* xyz -1 1
O 2.17 3.63 1.15
P 1.12 2.70 1.66
C -0.19 2.18 0.43
C -0.37 3.45 -0.43
C 0.47 3.66 -1.52
C 0.33 4.81 -2.26
C -0.65 5.70 -1.85
C -1.43 5.42 -0.76
N -1.30 4.30 -0.04
O -1.33 2.03 1.23
P -1.54 0.38 1.76
C -3.25 0.27 0.82
F -3.24 0.80 -0.44
F -4.19 0.98 1.52
C -3.72 -1.15 0.72
C -3.27 -1.96 -0.32
C -3.69 -3.29 -0.41
C -4.56 -3.83 0.54
C -5.01 -3.01 1.57
C -5.94 -3.54 2.61
F -7.06 -2.81 2.72
F -5.38 -3.56 3.83
F -6.35 -4.79 2.37
C -4.60 -1.68 1.66
O -0.74 -0.12 0.33
C 0.06 0.85 -0.35
S -0.67 0.80 -2.04
C 1.46 0.27 -0.28
C 2.59 1.10 -0.89
C 3.96 0.59 -0.41
Cl 4.94 -0.14 -1.71
H 0.34 3.33 2.64
H 1.64 1.56 2.30
H 1.22 2.94 -1.80
H 0.94 5.01 -3.12
H -0.81 6.63 -2.40
H -2.19 6.13 -0.45
H -2.19 0.89 2.94
H -1.75 -0.96 2.24
H -0.27 0.38 2.49
H -2.58 -1.57 -1.05
H -3.33 -3.91 -1.21
H -4.89 -4.85 0.49
H -4.94 -1.05 2.47
H 0.40 0.70 -2.84
H 1.43 -0.70 -0.76
H 1.68 0.14 0.77
H 2.55 1.04 -1.98
H 2.54 2.14 -0.60
H 3.80 -0.11 0.40
H 4.53 1.41 0.00
C 0.22 -3.26 -6.16
S -0.22 -1.78 -5.24
O 0.91 -1.50 -4.32
C -1.53 -2.51 -4.27
H 1.07 -3.03 -6.80
H 0.49 -4.05 -5.46
H -0.63 -3.57 -6.77
H -1.14 -3.35 -3.69
H -2.34 -2.84 -4.93
H -1.91 -1.75 -3.59
C 7.17 -0.52 4.09
S 5.81 -1.26 3.18
O 5.71 -0.54 1.89
C 4.51 -0.61 4.24
H 8.09 -0.76 3.56
H 7.04 0.56 4.12
H 7.21 -0.93 5.10
H 4.56 0.48 4.26
H 4.62 -1.02 5.25
H 3.55 -0.93 3.82
*
```

HOMO ... -5.4 eV
Calculated total energy ... -4125.25756 hartree

---

C22H32N2O4 | the ωB97M-V functional and the def2-TZVPD basis

ORCA input file:
```
! RIJCOSX wB97M-V def2-TZVPD def2/J DEFGRID3
* xyz 0 1
C -0.89 -0.40 -3.00
H -0.38 0.55 -2.82
O -1.52 -0.88 -1.84
C -0.76 -1.14 -0.72
C 0.62 -1.00 -0.71
C 1.38 -1.31 0.42
C 0.74 -1.78 1.55
C -0.64 -1.89 1.56
C -1.41 -1.58 0.45
O -2.74 -1.77 0.63
C -3.72 -1.19 -0.22
C -3.71 0.35 -0.15
C -4.71 0.85 0.88
N -6.05 0.50 0.47
C -7.02 1.44 0.50
O -6.81 2.56 0.93
C -8.38 1.03 -0.03
H -8.30 0.66 -1.06
H -9.03 1.89 -0.01
H -8.81 0.24 0.59
C -6.22 -0.82 -0.10
H -7.16 -1.27 0.26
C -5.06 -1.73 0.29
H -5.24 -2.73 -0.11
H -5.01 -1.81 1.37
H -6.28 -0.76 -1.20
H -4.48 0.43 1.86
H -4.68 1.94 0.95
H -3.95 0.76 -1.13
H -2.70 0.68 0.12
H -3.56 -1.52 -1.25
H -1.16 -2.23 2.44
H 1.32 -2.05 2.42
C 2.87 -1.25 0.36
O 3.54 -2.26 0.37
N 3.42 -0.01 0.28
C 2.64 1.20 0.36
H 1.69 1.00 0.84
H 3.17 1.95 0.94
H 2.44 1.61 -0.64
C 4.87 0.10 0.17
C 5.29 1.01 -0.98
C 6.81 0.98 -1.13
C 7.47 1.43 0.17
C 7.03 0.55 1.33
C 5.52 0.57 1.48
H 5.20 -0.09 2.29
H 5.19 1.58 1.72
H 7.36 -0.48 1.15
H 7.50 0.89 2.26
H 8.56 1.39 0.06
H 7.20 2.47 0.38
H 7.13 -0.03 -1.37
H 7.11 1.64 -1.95
H 4.82 0.67 -1.91
H 4.97 2.04 -0.79
H 5.21 -0.92 -0.04
H 1.14 -0.67 -1.60
H -0.17 -1.13 -3.39
H -1.68 -0.25 -3.72
*
```

ΔE to the lowest compared entry with this formula, charge and spin ... 2.1249 eV
HOMO ... -8.3 eV
Calculated total energy ... -1268.00537 hartree
Structure (SMILES) ... COc1cc(C(=O)N(C)C2CCCCC2)ccc1OC1CCN(C(C)=O)CC1

---

C22H32N4O2 | the ωB97M-V functional and the def2-TZVPD basis

ORCA input file:
```
! RIJCOSX wB97M-V def2-TZVPD def2/J DEFGRID3
* xyz 0 1
C -5.84 -1.21 -0.52
H -6.52 -0.40 -0.28
H -5.86 -1.93 0.29
H -6.22 -1.71 -1.42
C -4.43 -0.67 -0.79
N -3.85 0.10 0.31
C -3.56 -0.71 1.48
C -2.57 -1.81 1.15
C -3.11 -2.68 0.02
C -3.46 -1.79 -1.18
H -3.90 -2.39 -1.97
H -2.54 -1.34 -1.56
H -3.99 -3.22 0.35
H -2.36 -3.42 -0.28
H -2.38 -2.42 2.04
H -1.62 -1.36 0.84
H -3.13 -0.05 2.24
H -4.48 -1.14 1.91
C -4.56 1.33 0.62
H -5.07 1.67 -0.28
C -3.61 2.44 1.09
C -2.64 2.87 -0.01
N -1.74 1.78 -0.33
C -0.40 1.91 -0.34
O 0.17 2.97 -0.17
C 0.35 0.60 -0.57
C 1.39 0.79 -1.69
H 2.03 1.63 -1.43
C 2.23 -0.48 -1.85
N 2.84 -0.85 -0.59
C 4.12 -0.49 -0.37
N 4.96 -0.09 -1.27
C 6.14 0.07 -0.59
C 7.40 0.48 -1.02
C 8.41 0.53 -0.07
C 8.19 0.19 1.26
C 6.94 -0.23 1.70
C 5.94 -0.28 0.76
O 4.62 -0.64 0.89
H 6.76 -0.49 2.73
H 9.00 0.24 1.96
H 9.39 0.84 -0.38
H 7.57 0.74 -2.05
C 1.91 -1.04 0.50
H 1.26 -1.89 0.24
C 1.07 0.21 0.72
H 1.72 1.04 1.03
H 0.35 0.03 1.52
H 2.47 -1.30 1.40
H 1.59 -1.31 -2.17
H 3.03 -0.33 -2.57
H 0.89 1.02 -2.63
H -0.35 -0.19 -0.86
H -2.20 0.88 -0.34
H -2.02 3.71 0.32
H -3.19 3.16 -0.90
H -4.22 3.31 1.38
H -3.05 2.12 1.96
H -5.33 1.16 1.39
H -4.50 0.02 -1.64
*
```

ΔE to the lowest compared entry with this formula, charge and spin ... 0.0000 eV
HOMO ... -7.6 eV
Calculated total energy ... -1227.07466 hartree
Structure (SMILES) ... C[C@@H]1CCCCN1CCCNC(=O)C1CCN(c2nc3ccccc3o2)CC1

---

C22H32N4O2 | the ωB97M-V functional and the def2-TZVPD basis

ORCA input file:
```
! RIJCOSX wB97M-V def2-TZVPD def2/J DEFGRID3
* xyz 0 1
C -4.03 -2.42 -1.29
C -4.58 -1.22 -0.56
C -5.94 -0.96 -0.65
C -6.53 0.06 0.07
C -5.75 0.83 0.91
C -4.39 0.61 0.99
C -3.77 -0.39 0.24
N -2.40 -0.66 0.32
C -1.64 -0.25 1.48
C -1.01 1.14 1.32
N -0.15 1.16 0.14
C -0.99 0.86 -1.01
C -1.58 -0.54 -0.87
H -2.18 -0.76 -1.75
H -0.76 -1.26 -0.79
H -0.39 0.88 -1.92
H -1.80 1.60 -1.12
C 0.63 2.39 0.07
C 1.22 2.67 -1.32
C 2.39 3.64 -1.21
C 3.55 2.94 -0.48
N 3.02 1.90 0.38
C 3.39 0.62 0.16
O 4.33 0.33 -0.56
C 2.58 -0.45 0.90
N 3.01 -1.77 0.54
C 2.23 -2.65 -0.12
O 1.09 -2.44 -0.47
C 3.02 -3.94 -0.28
H 2.65 -4.66 0.45
C 4.46 -3.52 0.00
H 4.96 -3.24 -0.93
H 5.05 -4.31 0.48
C 4.32 -2.29 0.90
H 4.33 -2.56 1.97
H 5.08 -1.54 0.71
H 2.87 -4.36 -1.27
H 1.53 -0.36 0.60
H 2.69 -0.30 1.98
C 1.82 2.31 1.06
H 2.01 3.29 1.50
H 1.59 1.62 1.87
H 4.13 3.66 0.12
H 4.23 2.46 -1.19
H 2.71 3.95 -2.20
H 2.07 4.53 -0.67
H 0.45 3.08 -1.98
H 1.58 1.73 -1.75
H 0.00 3.26 0.35
H -0.42 1.36 2.21
H -1.79 1.92 1.24
H -2.27 -0.28 2.37
H -0.83 -0.98 1.60
H -3.80 1.23 1.65
H -6.20 1.62 1.50
H -7.59 0.24 -0.01
H -6.55 -1.60 -1.27
H -3.79 -2.18 -2.33
H -4.76 -3.22 -1.29
H -3.12 -2.77 -0.80
*
```

ΔE to the lowest compared entry with this formula, charge and spin ... 0.4834 eV
HOMO ... -7.5 eV
Calculated total energy ... -1227.05690 hartree
Structure (SMILES) ... Cc1ccccc1N1CCN([C@@H]2CCCN(C(=O)CN3CCCC3=O)C2)CC1